Entry 1:
{"formula": "C23H33B2F4GeN5O8RbSe", "method": "ωB97M-V/def2-TZVPD", "elements": ["Rb", "C", "C", "N", "O", "B", "F", "F", "O", "N", "C", "C", "C", "N", "O", "B", "F", "F", "O", "N", "C", "C", "C", "H", "H", "H", "H", "H", "H", "H", "H", "H", "H", "H", "H", "O", "C", "N", "C", "O", "C", "C", "C", "C", "C", "C", "H", "H", "H", "H", "C", "C", "O", "O", "H", "H", "H", "C", "Ge", "C", "C", "C", "Se", "C", "H", "H", "H", "H", "H", "H", "H", "H", "H", "H", "H", "H", "H", "H"], "positions_angstrom": [[-0.027, -2.398, -0.049], [2.021, -0.708, 4.770], [1.242, -0.686, 3.488], [0.518, -1.643, 3.056], [0.494, -2.745, 3.842], [0.188, -3.966, 3.053], [-0.105, -4.983, 3.944], [-0.905, -3.726, 2.181], [1.373, -4.443, 2.257], [2.023, -3.432, 1.617], [2.884, -3.773, 0.736], [3.259, -5.191, 0.421], [3.490, -2.653, -0.064], [2.844, -1.557, -0.040], [3.360, -0.529, -0.809], [3.140, 0.763, -0.225], [3.290, 1.754, -1.182], [3.927, 0.986, 0.898], [1.642, 1.035, 0.308], [1.217, 0.092, 1.300], [1.503, 0.406, 2.502], [2.153, 1.671, 2.970], [4.755, -2.878, -0.837], [1.652, -1.508, 5.404], [1.948, 0.242, 5.301], [3.079, -0.894, 4.564], [2.687, -5.867, 1.051], [4.325, -5.358, 0.594], [3.061, -5.421, -0.629], [2.196, 2.406, 2.172], [3.176, 1.472, 3.290], [1.598, 2.065, 3.824], [4.741, -3.842, -1.344], [5.612, -2.871, -0.157], [4.889, -2.086, -1.567], [-2.162, 1.500, -1.135], [-2.775, 0.357, -1.117], [-2.166, -0.782, -1.199], [-3.128, -1.799, -1.064], [-2.890, -2.978, -1.076], [-4.478, -1.140, -0.877], [-5.734, -1.652, -0.655], [-6.779, -0.740, -0.500], [-6.554, 0.629, -0.570], [-5.273, 1.140, -0.790], [-4.252, 0.228, -0.937], [-5.895, -2.720, -0.595], [-7.783, -1.102, -0.319], [-7.386, 1.311, -0.446], [-5.094, 2.206, -0.837], [2.324, -2.423, -3.931], [1.163, -1.473, -3.625], [0.870, -0.610, -4.478], [0.685, -1.551, -2.460], [2.598, -2.388, -4.984], [2.059, -3.442, -3.644], [3.181, -2.121, -3.324], [-2.141, 4.343, -2.350], [-1.580, 4.340, -0.483], [-0.769, 6.080, -0.088], [-3.049, 4.041, 0.768], [-0.117, 3.070, -0.075], [-0.230, 1.228, -0.626], [0.376, 1.460, -2.431], [-2.847, 5.161, -2.505], [-2.616, 3.404, -2.623], [-1.287, 4.511, -3.007], [-1.508, 6.876, -0.198], [0.056, 6.284, -0.771], [-0.385, 6.110, 0.933], [-3.902, 4.673, 0.515], [-2.730, 4.293, 1.780], [-3.365, 3.000, 0.753], [0.009, 3.034, 1.008], [0.824, 3.420, -0.502], [-0.083, 2.376, -2.796], [0.104, 0.569, -3.003], [1.460, 1.543, -2.374]], "atomic_forces_ev_per_a": [[0.0, 0.0, 0.0], [0.0, 0.0, 0.0], [0.0, 0.0, 0.0], [0.0, 0.0, 0.0], [0.0, 0.0, 0.0], [0.0, 0.0, 0.0], [0.0, 0.0, 0.0], [0.1, -0.1, 0.1], [0.1, 0.0, 0.0], [0.0, 0.0, 0.0], [0.0, 0.0, 0.0], [0.0, 0.0, 0.0], [0.0, 0.0, 0.0], [0.0, 0.0, 0.0], [0.0, 0.0, 0.0], [0.0, 0.0, 0.0], [0.0, 0.0, 0.0], [0.0, 0.0, 0.0], [0.0, 0.0, 0.1], [0.0, 0.1, 0.0], [0.0, 0.0, 0.0], [0.0, 0.0, 0.0], [0.0, 0.0, 0.0], [0.0, 0.0, 0.0], [0.0, 0.0, 0.0], [0.0, 0.0, 0.0], [0.0, 0.0, 0.0], [0.0, 0.0, 0.0], [0.0, 0.0, 0.0], [0.0, 0.0, 0.0], [0.0, 0.0, 0.0], [0.0, 0.0, 0.0], [0.0, 0.0, 0.0], [0.0, 0.0, 0.0], [0.0, 0.0, 0.0], [0.0, 0.0, 0.0], [0.0, 0.0, -0.1], [-0.1, 0.0, 0.1], [-0.1, 0.1, 0.0], [-0.1, 0.0, 0.0], [0.0, 0.0, -0.1], [0.0, 0.0, 0.0], [0.0, 0.0, 0.0], [0.0, 0.0, 0.0], [0.0, 0.0, 0.0], [0.0, 0.0, 0.0], [0.0, 0.0, 0.0], [0.0, 0.0, 0.0], [0.0, 0.0, 0.0], [0.0, 0.0, 0.0], [-0.1, -0.2, -0.1], [0.6, 0.5, 0.3], [-0.2, -0.2, -0.2], [-0.1, -0.2, -0.2], [0.0, 0.0, 0.0], [0.0, 0.0, 0.0], [-0.1, 0.0, 0.0], [0.0, 0.0, 0.0], [0.0, 0.0, 0.0], [0.0, 0.0, 0.0], [0.0, 0.0, 0.0], [0.0, 0.0, 0.0], [0.1, 0.0, -0.1], [0.0, 0.1, 0.1], [0.0, 0.0, 0.0], [0.0, 0.0, 0.0], [0.0, 0.0, 0.0], [0.0, 0.0, 0.0], [0.0, 0.0, 0.0], [0.0, 0.0, 0.0], [0.0, 0.0, 0.0], [0.0, 0.0, 0.0], [0.0, 0.0, 0.0], [0.0, 0.0, 0.0], [0.0, 0.0, 0.0], [0.0, 0.0, 0.0], [0.0, 0.0, 0.0], [0.0, 0.0, 0.0]], "lumo_energy_ev": 1.506, "total_charge": -1, "gap_ev": 7.01, "total_energy_ev": -182964.9372}

Entry 2:
{"formula": "C23H33F7N2O10S4", "method": "ωB97M-V/def2-TZVPD", "elements": ["C", "C", "C", "C", "S", "O", "O", "C", "F", "F", "C", "F", "F", "C", "F", "F", "F", "C", "O", "C", "C", "C", "N", "S", "N", "C", "C", "O", "C", "C", "C", "C", "H", "H", "H", "H", "H", "H", "H", "H", "H", "H", "H", "H", "H", "H", "H", "H", "H", "O", "S", "O", "O", "C", "C", "C", "H", "H", "H", "H", "H", "H", "H", "H", "O", "S", "O", "O", "C", "C", "C", "H", "H", "H", "H", "H", "H", "H", "H"], "positions_angstrom": [[-0.139, -2.752, 3.586], [-0.592, -1.992, 2.526], [-0.242, -0.482, 2.541], [1.100, 0.036, 1.984], [2.327, -1.100, 1.230], [3.622, -0.416, 1.179], [2.453, -2.282, 2.076], [1.832, -1.470, -0.537], [2.727, -0.770, -1.340], [0.596, -0.898, -0.757], [1.948, -2.982, -0.980], [3.067, -3.612, -0.443], [2.123, -3.046, -2.355], [0.716, -3.905, -0.621], [0.962, -5.126, -1.239], [-0.480, -3.475, -1.107], [0.662, -4.202, 0.717], [1.336, 1.478, 2.091], [2.489, 2.076, 1.632], [2.245, 3.036, 0.576], [1.304, 2.518, -0.585], [0.287, 2.381, 2.701], [0.332, 3.754, 2.900], [-1.086, 4.224, 3.588], [-1.952, 2.799, 3.747], [-1.052, 1.895, 3.215], [-1.228, 0.410, 3.097], [-2.449, -0.138, 3.547], [-3.286, -0.221, 2.333], [-4.564, 0.677, 2.464], [-5.406, 0.502, 1.130], [-5.853, -1.009, 0.880], [-0.786, -3.508, 4.094], [0.911, -2.651, 3.975], [-1.154, -2.460, 1.671], [3.242, 3.277, 0.118], [1.825, 4.011, 0.958], [0.298, 3.015, -0.539], [1.171, 1.405, -0.614], [1.799, 2.809, -1.558], [-2.705, 0.160, 1.440], [-3.487, -1.308, 2.151], [-5.161, 0.461, 3.397], [-4.268, 1.766, 2.522], [-4.715, 0.825, 0.292], [-6.317, 1.154, 1.099], [-6.618, -1.014, 0.056], [-4.987, -1.642, 0.523], [-6.304, -1.421, 1.827], [-4.173, 4.411, 0.362], [-5.388, 4.676, -0.354], [-6.337, 3.640, -0.637], [-5.035, 5.442, -1.721], [-4.071, 4.852, -2.602], [-4.673, 3.722, -3.414], [-6.232, 6.013, 0.434], [-3.194, 4.515, -2.044], [-3.740, 5.643, -3.276], [-4.927, 2.872, -2.777], [-3.968, 3.377, -4.173], [-5.593, 4.045, -3.904], [-5.527, 6.826, 0.598], [-6.616, 5.649, 1.386], [-7.055, 6.333, -0.202], [8.392, -4.825, -0.887], [8.426, -4.153, -2.154], [8.494, -2.725, -2.247], [7.200, -4.673, -3.053], [5.878, -4.612, -2.503], [5.305, -3.210, -2.572], [9.723, -4.845, -3.135], [5.868, -4.993, -1.479], [5.259, -5.283, -3.103], [5.843, -2.533, -1.906], [4.263, -3.209, -2.281], [5.392, -2.805, -3.583], [9.638, -5.930, -3.114], [10.671, -4.534, -2.700], [9.635, -4.467, -4.151]], "atomic_forces_ev_per_a": [[-0.3, 0.4, -0.8], [0.9, -0.2, 1.2], [0.7, 1.1, -0.5], [-2.3, 2.8, 0.8], [3.9, 0.8, 4.2], [-2.3, -0.3, -1.2], [-1.6, 0.6, -1.7], [0.5, 1.4, -1.6], [-1.2, -1.1, 1.2], [1.1, -1.3, 0.2], [0.5, -1.2, -0.6], [-1.8, 1.4, -0.3], [-0.8, 0.4, 1.8], [-0.1, -2.6, -0.1], [-0.3, 1.8, 0.6], [1.6, -0.1, 1.0], [-0.2, 1.1, -2.1], [-0.3, -1.2, -0.2], [-1.6, -0.4, 0.0], [-0.1, 1.0, -1.4], [0.4, 0.3, -0.3], [-2.1, 0.7, 1.2], [-0.9, -1.8, 0.1], [0.5, -1.4, -0.5], [3.7, -0.3, -1.7], [1.0, -1.9, -0.6], [0.9, -0.9, 0.2], [1.2, 1.0, -2.1], [-0.7, 0.4, 0.0], [-0.2, 0.1, -0.6], [0.4, -0.7, 0.0], [0.1, 0.8, -0.2], [0.9, -0.2, -1.3], [-1.6, 0.9, 0.3], [-0.5, 1.0, 1.4], [-0.8, -0.5, 0.8], [0.5, -1.2, 0.0], [0.9, -0.6, 0.0], [0.2, 1.1, 0.2], [-0.7, -0.3, 1.0], [-0.6, -0.5, 0.9], [-0.1, 1.0, 0.3], [0.6, -0.1, -1.0], [-0.1, -1.2, 0.1], [-0.9, -0.2, 0.7], [1.0, -0.5, 0.2], [0.6, -0.1, 0.9], [-1.0, 0.6, 0.6], [0.5, 0.2, -1.0], [-0.2, -0.3, -0.2], [-0.2, 0.7, -0.2], [0.4, -0.1, 0.2], [-0.2, 0.1, 0.6], [0.4, -0.5, -0.7], [-0.2, -0.2, 0.1], [0.0, 0.1, -0.1], [-0.1, 0.1, 0.2], [-0.2, 0.2, 0.2], [0.0, 0.0, 0.0], [0.0, 0.1, 0.0], [0.1, 0.0, 0.0], [0.0, -0.1, 0.0], [0.1, -0.1, -0.1], [0.1, -0.1, 0.0], [-0.1, 0.4, -0.1], [-0.1, -0.3, -0.6], [0.0, -0.2, 0.3], [0.7, -0.1, 0.1], [-0.9, 0.3, 0.3], [0.4, 0.3, 0.0], [0.0, -0.1, -0.1], [0.2, 0.0, 0.0], [0.3, -0.1, -0.1], [0.0, 0.0, 0.0], [0.2, -0.1, -0.1], [0.0, -0.1, 0.0], [0.0, 0.1, 0.0], [-0.1, 0.1, 0.1], [0.0, 0.0, 0.1]], "lumo_energy_ev": -1.431, "relative_energy_kj_mol": 270.1, "total_charge": 0, "gap_ev": 7.31, "total_energy_ev": -110196.6765}

Entry 3:
{"formula": "C23H33FNO2P2Ru", "method": "ωB97M-V/def2-TZVPD", "elements": ["C", "C", "N", "C", "C", "C", "C", "P", "Ru", "P", "C", "C", "C", "C", "C", "C", "C", "O", "O", "H", "H", "H", "C", "C", "H", "H", "H", "H", "C", "C", "H", "H", "H", "H", "H", "H", "H", "H", "H", "H", "H", "H", "H", "H", "H", "H", "H", "H", "H", "H", "H", "H", "F", "C", "C", "C", "C", "C", "C", "H", "H", "H", "H"], "positions_angstrom": [[-1.064, 2.669, -3.066], [-1.107, 1.623, -2.116], [0.065, 1.252, -1.491], [1.228, 1.820, -1.804], [1.294, 2.846, -2.745], [0.138, 3.281, -3.379], [-2.274, 0.873, -1.825], [-2.248, -0.282, -0.471], [-0.011, -0.214, 0.126], [2.220, -0.243, -0.246], [2.455, 1.414, -1.024], [-0.054, -2.027, 1.247], [-0.466, -1.790, 2.549], [-0.508, -2.811, 3.494], [-0.123, -4.101, 3.128], [0.282, -4.349, 1.813], [0.316, -3.321, 0.857], [-1.538, -0.901, -4.044], [1.047, -1.313, -3.744], [-2.012, 2.937, -3.531], [2.270, 3.281, -2.926], [0.185, 4.083, -4.110], [-3.320, 0.378, 0.824], [-3.191, -1.730, -1.035], [3.341, 1.392, -1.675], [2.630, 2.175, -0.251], [-2.011, -0.341, -3.372], [-3.220, 1.237, -2.245], [3.174, -0.254, 1.280], [3.168, -1.316, -1.349], [-0.738, -0.786, 2.831], [-0.833, -2.559, 4.503], [-0.139, -4.888, 3.876], [0.572, -5.359, 1.537], [0.615, -3.490, -0.184], [-0.262, -1.522, -0.949], [1.165, -2.240, -4.021], [0.083, -1.119, -3.927], [-1.894, -0.621, -4.900], [0.390, -0.979, -1.338], [-4.349, 0.500, 0.469], [-3.288, -0.344, 1.649], [-2.920, 1.346, 1.144], [-4.242, -1.426, -1.166], [-2.795, -2.112, -1.987], [-3.120, -2.496, -0.253], [4.209, -0.950, -1.374], [3.146, -2.332, -0.930], [2.723, -1.310, -2.358], [4.211, 0.023, 1.062], [2.745, 0.429, 2.018], [3.122, -1.273, 1.680], [0.047, 4.175, 4.921], [0.073, 3.257, 3.911], [1.150, 3.189, 3.040], [1.127, 2.240, 2.019], [0.095, 1.337, 1.813], [-0.933, 1.441, 2.711], [-0.991, 2.385, 3.747], [1.973, 3.872, 3.184], [1.974, 2.182, 1.344], [-1.748, 0.731, 2.639], [-1.837, 2.436, 4.419]], "atomic_forces_ev_per_a": [[0.2, 0.4, -0.3], [0.1, -0.7, 0.3], [-0.3, 0.9, -1.6], [-0.3, 1.1, -0.8], [1.0, -0.5, 0.7], [-0.9, -0.4, 0.1], [0.0, 0.2, 0.1], [-3.1, 0.7, -2.7], [-1.6, 3.9, 8.1], [3.5, 0.1, -1.3], [0.2, -0.1, 0.0], [0.3, -1.3, -0.7], [0.0, -0.3, 0.4], [0.0, 0.0, 0.0], [-0.1, 0.4, -0.1], [0.1, 0.0, -0.4], [-0.2, -0.2, 0.9], [-0.9, 0.2, -0.4], [-0.4, -0.5, -0.4], [0.3, 0.1, 0.0], [-0.1, 0.1, -0.2], [-0.1, -0.1, 0.1], [-0.2, 0.0, 0.4], [-0.2, -0.2, 0.1], [-0.2, 0.0, 0.1], [0.1, -0.2, -0.3], [0.5, 0.0, 0.0], [0.2, -0.1, 0.3], [0.3, 0.0, 0.3], [0.5, -0.1, -0.1], [0.0, -0.2, 0.3], [0.1, -0.3, -0.1], [0.0, 0.0, -0.2], [0.0, 0.1, 0.0], [0.0, -0.2, 0.4], [1.3, -0.6, -2.7], [-0.1, 0.6, 0.2], [0.8, -0.1, 0.3], [0.2, -0.1, 0.2], [-1.1, -2.9, -1.5], [0.1, -0.1, 0.0], [-0.3, 0.3, 0.1], [-0.2, -0.3, -0.1], [0.3, -0.2, 0.0], [-0.1, 0.1, 0.4], [-0.1, 0.0, -0.3], [-0.2, -0.3, -0.1], [0.0, 0.2, -0.2], [0.1, 0.0, 0.5], [0.0, -0.1, 0.2], [0.1, -0.2, -0.2], [0.1, 0.2, 0.0], [0.1, -0.4, -0.5], [-0.3, -0.3, -0.3], [-0.1, 0.1, 0.2], [0.4, 0.5, 0.0], [0.8, -0.1, -0.9], [-1.1, 0.2, 1.1], [0.2, 0.1, 0.0], [0.2, 0.1, -0.1], [0.0, 0.4, 0.4], [-0.1, 0.3, 0.3], [0.0, 0.0, 0.0]], "lumo_energy_ev": [0.599, -1.849], "total_charge": 0, "s2": 8.77, "gap_ev": [5.36, 5.02], "multiplicity": 6, "total_energy_ev": -53839.9635}

Entry 4:
{"formula": "C23H33FNO2P2Zr", "method": "ωB97M-V/def2-TZVPD", "elements": ["C", "C", "N", "C", "C", "C", "C", "P", "Zr", "P", "C", "C", "C", "C", "C", "C", "C", "O", "O", "H", "H", "H", "C", "C", "H", "H", "H", "H", "C", "C", "H", "H", "H", "H", "H", "H", "H", "H", "H", "H", "H", "H", "H", "H", "H", "H", "H", "H", "H", "H", "H", "H", "F", "C", "C", "C", "C", "C", "C", "H", "H", "H", "H"], "positions_angstrom": [[-0.924, 2.546, -3.083], [-0.920, 1.562, -2.110], [0.163, 1.287, -1.343], [1.352, 1.792, -1.763], [1.419, 2.753, -2.749], [0.274, 3.163, -3.397], [-2.251, 0.872, -1.888], [-2.383, -0.279, -0.407], [-0.129, 0.000, 0.776], [2.422, -0.143, -0.129], [2.657, 1.373, -1.131], [-0.088, -2.203, 1.421], [-0.457, -2.113, 2.761], [-0.430, -3.285, 3.539], [-0.038, -4.506, 2.956], [0.314, -4.568, 1.598], [0.283, -3.410, 0.813], [-2.112, -1.453, -4.635], [1.156, -1.553, -3.270], [-1.869, 2.764, -3.584], [2.380, 3.226, -3.013], [0.253, 3.936, -4.157], [-3.783, 0.567, 0.357], [-3.129, -1.830, -0.993], [3.464, 1.230, -1.869], [3.046, 2.168, -0.483], [-2.462, 0.239, -2.736], [-3.091, 1.590, -1.845], [3.738, 0.012, 1.146], [3.174, -1.394, -1.233], [-0.765, -1.160, 3.210], [-0.715, -3.235, 4.601], [-0.007, -5.414, 3.580], [0.611, -5.529, 1.153], [0.560, -3.449, -0.233], [0.348, -1.097, -3.002], [0.791, -2.462, -3.480], [-1.304, -1.312, -4.225], [-2.275, -0.616, -5.068], [0.669, -1.222, -0.175], [-4.629, 0.474, -0.347], [-4.138, 0.214, 1.343], [-3.546, 1.637, 0.484], [-4.226, -1.777, -0.996], [-2.769, -2.014, -2.011], [-2.838, -2.678, -0.356], [4.197, -1.156, -1.550], [3.138, -2.374, -0.748], [2.543, -1.463, -2.126], [4.751, 0.203, 0.743], [3.492, 0.825, 1.841], [3.768, -0.912, 1.743], [0.034, 4.366, 5.138], [0.028, 3.468, 4.101], [1.126, 3.470, 3.235], [1.140, 2.538, 2.201], [0.063, 1.701, 2.132], [-1.067, 1.691, 2.949], [-1.086, 2.624, 3.985], [1.961, 4.149, 3.373], [1.944, 2.483, 1.473], [-1.917, 1.018, 2.789], [-1.912, 2.664, 4.694]], "atomic_forces_ev_per_a": [[0.1, -0.4, -0.2], [-0.6, 0.6, 0.7], [0.0, -0.8, -0.8], [0.3, 0.4, 0.3], [0.6, 0.7, -0.7], [-0.7, 0.2, -0.3], [-0.2, -0.5, 0.8], [-1.3, 0.4, -1.1], [1.1, -2.0, 0.0], [1.3, 0.5, 1.1], [0.0, 0.0, 0.3], [-0.2, 2.0, -0.6], [0.3, -1.5, 0.1], [-0.1, -0.2, 0.3], [-0.2, 0.4, 0.4], [-0.1, 0.0, -0.2], [-0.2, -0.5, 1.3], [-2.3, -0.3, -0.8], [-1.8, -1.6, -1.1], [0.4, 0.1, 0.0], [-0.5, -0.5, 0.2], [0.4, 0.0, 0.1], [-1.0, 0.7, 0.7], [0.1, -0.5, -0.1], [-0.5, 0.0, 0.0], [-0.3, 0.0, 0.1], [0.0, -0.2, -0.5], [0.5, -0.2, 0.0], [0.5, 0.2, 0.2], [-0.6, -0.3, 0.0], [0.1, -0.2, 0.1], [0.2, -0.2, -0.5], [0.0, 0.6, -0.4], [-0.1, 0.4, 0.3], [0.0, 0.1, 0.0], [0.3, 0.3, 0.4], [0.9, 1.3, 0.2], [2.6, 0.2, 1.1], [-0.3, 0.2, -0.4], [-0.1, -0.5, -1.9], [0.2, 0.2, 0.3], [0.4, -0.2, -0.5], [-0.1, -0.4, -0.1], [0.3, 0.2, -0.1], [-0.1, -0.1, 0.1], [0.1, 0.4, -0.2], [-0.2, 0.1, 0.4], [0.1, 0.1, 0.0], [0.4, 0.0, 0.5], [-0.5, -0.2, 0.0], [0.0, -0.2, -0.2], [0.0, 0.2, -0.2], [0.0, -0.7, -0.8], [-0.2, 0.4, 0.5], [0.1, 0.1, 0.1], [-0.4, 1.3, 1.5], [0.0, -1.9, -1.8], [1.1, 1.3, 0.4], [0.1, 0.1, 0.1], [-0.2, 0.2, 0.3], [0.0, 0.1, 0.3], [0.1, 0.0, 0.1], [0.3, 0.3, -0.1]], "lumo_energy_ev": -3.224, "relative_energy_kj_mol": 67.0, "total_charge": 1, "gap_ev": 6.81, "total_energy_ev": -52538.5177}